Entry 1:
Here is an isolated molecule of C3H8O2P2S2 in a non-equilibrium geometry from the Open Molecules 2025 dataset. Energies are from ωB97M-V with the def2-TZVPD basis set.

Properties
Energy relative to the best compared isomer or geometry (same formula, charge and spin) = 195.6 kJ/mol
Multiplicity = 1
Lowest unoccupied orbital energy = -0.0506 Eh
E = -47581.6862 eV

Element x y z (Å)
C  2.07077  0.10156  1.69246
C  -2.25759  0.22363  -1.77692
C  0.06854  0.75463  -0.21738
O  2.52818  0.27438  -0.84131
O  -2.54769  0.36801  0.88091
P  1.43519  -0.34542  0.14651
P  -1.56235  -0.09946  -0.28118
S  0.86363  -2.09427  -0.94864
S  -0.82755  -2.02898  0.68609
H  3.00056  -0.25973  1.78913
H  1.43317  -0.12710  2.45011
H  -3.24018  -0.10275  -1.70887
H  -1.74024  -0.29649  -2.58356
H  0.02047  1.52498  0.45708
H  0.00893  1.30052  -1.18155
H  3.01128  0.78616  -0.27054
H  -2.26512  0.02032  1.70765



Entry 2:
Here is a structure of composition C3H8O2Pr in a non-equilibrium geometry from the Open Molecules 2025 dataset. Energies are from ωB97M-V with the def2-TZVPD basis set.

Properties
Multiplicity = 4
Lowest unoccupied orbital energy (alpha / beta) = -0.0060 / -0.0233 Eh
E = -21397.4912 eV

Element x y z (Å)
C  0.37785  0.24551  -1.57846
C  -0.49814  -0.44758  -0.56496
O  -0.55588  0.32224  0.64792
C  -0.94499  -0.42566  1.78203
Pr  1.34153  2.09047  0.76677
H  1.77732  -0.06318  -1.30575
H  -0.25643  0.23963  -2.48149
H  -0.15962  -1.46958  -0.32655
H  -1.53871  -0.53393  -0.92179
H  -0.89276  0.24783  2.64674
H  -1.96474  -0.81050  1.63075
H  -0.27021  -1.27737  1.96353
O  2.78728  0.71715  -0.24708
H  0.79751  1.16496  -2.01166



Entry 3:
Here is a cluster of 2 separate species, C3H8O2S in total in a non-equilibrium geometry from the Open Molecules 2025 dataset. Energies are from ωB97M-V with the def2-TZVPD basis set.

Properties
Total charge = -1
Energy relative to the best compared isomer or geometry (same formula, charge and spin) = 17.9 kJ/mol
Multiplicity = 2
Lowest unoccupied orbital energy (alpha / beta) = 0.1159 / 0.0413 Eh
E = -18169.8710 eV

Element x y z (Å)
C  -0.82462  -0.73193  -0.04690
O  -2.05677  -0.34468  0.44518
C  0.06745  0.50844  -0.14188
C  1.51477  0.27947  -0.69074
S  2.68828  1.60618  -0.56087
H  -0.36611  -1.35516  0.74874
H  -0.87718  -1.40050  -0.92734
H  0.22143  0.89786  0.86408
H  -0.31368  1.34072  -0.74367
H  1.52704  -0.26368  -1.64119
H  1.92015  -0.50689  -0.02023
H  -2.91321  -1.55054  0.88829
H  -3.87627  -2.37817  1.92555
O  -3.46813  -2.38696  1.05361



Entry 4:
Here is a cluster of 2 separate species, C3H8O2S in total from the Open Molecules 2025 dataset. Energies are from ωB97M-V with the def2-TZVPD basis set.

Properties
Total charge = -2
Energy relative to the best compared isomer or geometry (same formula, charge and spin) = 11.6 kJ/mol
Multiplicity = 1
Lowest unoccupied orbital energy = 0.2256 Eh
E = -18169.3374 eV

Element x y z (Å)
C  -0.33491  -0.20993  -0.03262
O  -1.52966  -0.11009  0.73341
C  0.80475  0.44084  0.72296
C  2.11342  0.58299  -0.07465
S  3.14907  -0.92255  -0.23443
H  -0.13711  -1.25910  -0.27854
H  -0.48601  0.28941  -1.00240
H  0.99664  -0.13011  1.63501
H  0.44178  1.44412  0.98131
H  2.71965  1.36508  0.39660
H  1.84102  0.97553  -1.06290
H  -2.31383  -0.31729  0.10757
H  -3.59602  -1.54686  -1.06152
O  -3.66880  -0.60203  -0.82980



Entry 5:
Here is a cluster of 2 separate species, C3H8O2S in total in a non-equilibrium geometry from the Open Molecules 2025 dataset. Energies are from ωB97M-V with the def2-TZVPD basis set.

Properties
Energy relative to the best compared isomer or geometry (same formula, charge and spin) = 79.1 kJ/mol
Multiplicity = 1
Lowest unoccupied orbital energy = 0.0229 Eh
E = -18170.4248 eV

Element x y z (Å)
O  1.48834  -0.28524  -1.89253
C  1.29488  0.75315  -1.28018
C  0.16295  0.92448  -0.27941
C  0.40813  -0.03191  0.89657
S  -0.82477  0.25195  2.23141
H  2.02850  1.56039  -1.45589
H  0.23455  1.94301  0.08675
H  -0.71791  0.59239  -0.82320
H  1.37315  0.13651  1.37847
H  0.30852  -1.07634  0.60598
H  -1.84156  -0.30042  1.55750
H  -1.21391  -1.82980  -2.59341
H  -0.18262  -1.46899  -1.52404
O  -1.13549  -1.50244  -1.69331



Entry 6:
Here is a cluster of 2 separate species, C3H8O2S in total in a non-equilibrium geometry from the Open Molecules 2025 dataset. Energies are from ωB97M-V with the def2-TZVPD basis set.

Properties
Energy relative to the best compared isomer or geometry (same formula, charge and spin) = 73.8 kJ/mol
Multiplicity = 1
Lowest unoccupied orbital energy = 0.0275 Eh
E = -18170.4797 eV

Element x y z (Å)
C  -0.40216  1.02178  1.59268
C  -1.12434  -0.25109  1.07210
S  -2.24905  0.16437  -0.30221
H  0.34244  1.34251  0.87361
H  -1.14933  1.79643  1.75232
H  -0.00673  0.91953  2.61951
H  -1.76777  -0.63664  1.85767
H  -0.33928  -0.93258  0.78651
H  -1.30917  0.18974  -1.25072
O  2.34010  0.10404  -1.14783
C  1.90330  -0.61794  -2.01271
O  0.80895  -1.37325  -1.91092
H  2.34502  -0.37962  -2.97529
H  0.60802  -1.34728  -0.95472



Entry 7:
Here is a cluster of 2 separate species, C3H8O2S in total in a non-equilibrium geometry from the Open Molecules 2025 dataset. Energies are from ωB97M-V with the def2-TZVPD basis set.

Properties
Energy relative to the best compared isomer or geometry (same formula, charge and spin) = 159.2 kJ/mol
Multiplicity = 1
Lowest unoccupied orbital energy = 0.0267 Eh
E = -18169.5950 eV

Element x y z (Å)
C  -3.29953  1.44558  -1.45579
S  -1.80884  1.93336  -0.62053
C  -2.47196  2.36650  1.07846
H  -4.09907  0.76705  -1.18416
H  -3.97530  2.40283  -1.52631
H  -3.02939  1.20190  -2.51436
H  -1.57542  2.21416  1.76672
H  -3.34746  1.79066  1.51053
H  -2.74900  3.42723  1.05871
O  5.53668  -3.45263  -0.95409
C  4.97876  -3.65334  0.19259
O  5.35738  -3.15159  1.32721
H  4.20631  -4.41347  0.13287
H  6.27683  -2.87826  1.18817



Entry 8:
Here is a cluster of 2 separate species, C3H8O2S in total from the Open Molecules 2025 dataset. Energies are from ωB97M-V with the def2-TZVPD basis set.

Properties
Energy relative to the best compared isomer or geometry (same formula, charge and spin) = 105.4 kJ/mol
Multiplicity = 1
Lowest unoccupied orbital energy = 0.0230 Eh
E = -18170.1522 eV

Element x y z (Å)
O  2.97348  0.26636  0.04597
C  1.82233  0.55736  -0.11090
C  0.75501  0.25995  0.91358
C  -0.61591  0.81433  0.53265
S  -2.08829  -0.23975  0.82451
H  1.51992  1.09383  -1.03353
H  1.08483  0.69379  1.86464
H  0.77933  -0.79490  1.17865
H  -0.86525  1.68983  1.10973
H  -0.61595  1.08168  -0.51737
H  -1.51878  -1.42207  0.53868
H  0.43120  -0.56016  -2.64724
H  -0.63636  -1.06140  -1.59566
O  -0.09514  -1.31665  -2.35649



Entry 9:
Here is an isolated molecule of C3H8O3 in a non-equilibrium geometry from the Open Molecules 2025 dataset. Energies are from ωB97M-V with the def2-TZVPD basis set.

Properties
Energy relative to the best compared isomer or geometry (same formula, charge and spin) = 259.1 kJ/mol
Multiplicity = 1
Lowest unoccupied orbital energy = 0.0269 Eh
E = -9381.1168 eV

Element x y z (Å)
C  0.38185  0.41199  -1.29695
C  0.88546  -0.09943  -0.00961
C  0.34314  0.78900  1.12904
H  -1.39733  0.38752  -0.42164
H  0.53330  1.52026  -1.09826
H  0.94783  0.01149  -2.20207
H  1.93051  -0.06230  0.13597
H  -0.31891  -1.61449  -0.12288
H  0.87266  0.75010  2.09085
H  0.22675  1.85104  0.81756
H  -1.09119  -0.74498  1.00682
O  -0.99223  0.08937  -1.22931
O  0.64892  -1.46515  0.14338
O  -1.07748  0.28728  1.19327



Entry 10:
Here is a cluster of 2 separate species, C3H8O3 in total in a non-equilibrium geometry from the Open Molecules 2025 dataset. Energies are from ωB97M-V with the def2-TZVPD basis set.

Properties
Energy relative to the best compared isomer or geometry (same formula, charge and spin) = 302.4 kJ/mol
Multiplicity = 1
Lowest unoccupied orbital energy = 0.0134 Eh
E = -9380.6682 eV

Element x y z (Å)
C  -1.46771  -0.42244  0.23648
O  -1.56954  0.77026  -0.59822
C  -2.08918  -0.19975  1.70253
H  -1.92190  -1.26527  -0.22348
H  -0.43557  -0.66124  0.39343
H  -1.52613  0.42403  -1.50260
H  -3.12482  0.18190  1.45641
H  -1.81649  -0.82484  2.59206
H  -1.54377  0.86833  2.07959
O  2.86265  1.50859  -1.18167
C  3.44477  0.45453  -1.01913
O  2.64280  -0.71175  -0.81551
H  4.37733  0.41738  -1.51435
H  2.16754  -0.53972  -1.60553



Entry 11:
Here is a cluster of 2 separate species, C3H8O3 in total in a non-equilibrium geometry from the Open Molecules 2025 dataset. Energies are from ωB97M-V with the def2-TZVPD basis set.

Properties
Energy relative to the best compared isomer or geometry (same formula, charge and spin) = 147.6 kJ/mol
Multiplicity = 1
Lowest unoccupied orbital energy = 0.0257 Eh
E = -9382.2725 eV

Element x y z (Å)
C  0.34033  1.49983  0.47615
O  1.40243  2.43750  0.50996
C  0.04560  0.67174  1.76768
H  -0.57659  2.16328  0.38899
H  0.44736  0.94527  -0.49340
H  1.04596  3.29592  0.28332
H  0.27902  -0.40242  1.69602
H  0.53226  1.13550  2.67403
H  -1.05461  0.70923  1.95592
O  0.19496  -1.80868  -1.85712
C  -0.36547  -1.91972  -0.77023
O  -1.52869  -1.36470  -0.36948
H  0.08406  -2.66334  -0.05984
H  -1.69021  -0.75937  -1.12064



Entry 12:
Here is a cluster of 2 separate species, C3H8O3S in total in a non-equilibrium geometry from the Open Molecules 2025 dataset. Energies are from ωB97M-V with the def2-TZVPD basis set.

Properties
Energy relative to the best compared isomer or geometry (same formula, charge and spin) = 81.5 kJ/mol
Multiplicity = 1
Lowest unoccupied orbital energy = 0.0113 Eh
E = -20218.1057 eV

Element x y z (Å)
O  -0.92540  3.40322  -2.05612
O  -2.55937  2.14186  -1.23915
S  -0.47848  -0.21207  -0.82744
C  -1.24278  2.46230  -1.38152
C  0.64072  -0.96076  0.42368
C  -0.34623  1.59292  -0.53764
H  -2.77164  1.40819  -0.59987
H  1.64514  -0.50496  0.42185
H  0.73952  -2.03085  0.17516
H  0.21634  -0.87287  1.43797
H  0.73152  1.77985  -0.70778
H  -0.56848  1.84189  0.51786
O  1.80777  -3.20779  1.79319
H  1.06515  -3.84881  1.71658
H  2.04623  -2.99215  0.86319